C18H28N2O5S2V | the ωB97M-V functional and the def2-TZVPD basis

**LUMO (spin up / spin down)**: -0.381 / -0.348 Ha
**Spin multiplicity**: 3
**Charge**: +3
**Gap between HOMO and LUMO (spin up / spin down)**: 7.06 / 7.93 eV

Geometry (Å):
V 0.003 0.117 -0.072
C -2.875 -0.735 0.641
C -2.149 -1.307 1.826
O -0.751 -0.979 1.600
C 0.138 -1.387 2.670
C 1.493 -1.572 2.052
O 1.676 -0.458 1.143
C 3.017 -0.305 0.611
C 2.897 0.796 -0.400
O 1.724 0.519 -1.226
C 1.923 -0.412 -2.332
C 1.497 -1.806 -1.926
O 0.294 -1.635 -1.132
C -0.555 -2.791 -0.875
C -1.976 -2.297 -1.022
O -2.062 -0.939 -0.531
H -2.994 0.345 0.723
H -3.861 -1.182 0.519
H -2.222 -2.393 1.897
H -2.490 -0.862 2.760
H -0.214 -2.326 3.095
H 0.124 -0.624 3.441
H 1.575 -2.498 1.482
H 2.272 -1.554 2.815
H 3.339 -1.255 0.186
H 3.699 -0.030 1.417
H 3.778 0.887 -1.031
H 2.696 1.755 0.070
H 2.967 -0.391 -2.640
H 1.316 -0.025 -3.144
H 2.237 -2.344 -1.337
H 1.259 -2.393 -2.814
H -0.330 -3.157 0.124
H -0.328 -3.572 -1.599
H -2.669 -2.949 -0.489
H -2.275 -2.269 -2.064
C 1.259 1.776 3.288
C 0.426 2.447 2.239
N -0.005 1.979 1.065
C -0.715 2.977 0.388
C -0.845 4.141 1.049
S -0.043 4.041 2.539
C -1.191 2.660 -0.950
C -1.814 3.464 -1.832
S -2.145 2.606 -3.260
C -1.429 1.209 -2.649
N -0.963 1.363 -1.408
C -1.416 -0.027 -3.490
H 1.802 0.928 2.897
H 0.638 1.457 4.127
H 1.983 2.485 3.689
H -1.346 5.043 0.732
H -2.092 4.501 -1.718
H -1.121 0.211 -4.512
H -2.418 -0.456 -3.535
H -0.740 -0.776 -3.097

Forces on atoms 1 to 3 (eV/Å):
V -0.3 -0.7 0.2
C -0.1 0.0 -0.2
C 0.2 0.0 0.1

Per-atom natural (NBO) charges, elementary charge units: 1.775 -0.083 -0.093 -0.617 -0.085 -0.082 -0.611 -0.092 -0.082 -0.587 -0.087 -0.086 -0.630 -0.072 -0.097 -0.555 0.224 0.248 0.216 0.241 0.243 0.223 0.210 0.248 0.211 0.246 0.252 0.236 0.249 0.233 0.213 0.244 0.204 0.245 0.236 0.228 -0.674 0.069 -0.627 0.155 -0.413 0.659 0.078 -0.393 0.670 0.078 -0.620 -0.658 0.226 0.262 0.279 0.289 0.290 0.277 0.269 0.216


C18H28N2O8S2 | the ωB97M-V functional and the def2-TZVPD basis

**Energy above the lowest of the compared OMol25 structures with the same formula, charge and spin**: 6.3 kJ/mol
**LUMO**: 0.009 Ha
**Charge**: 0
**Gap between HOMO and LUMO**: 10.08 eV

Geometry (Å):
C 3.293 -2.987 -3.691
C 2.905 -1.527 -3.470
C 2.298 -0.925 -4.736
C 1.975 -1.360 -2.258
C 0.686 -2.187 -2.334
N -0.454 -1.535 -1.705
S -0.677 -1.661 -0.080
O -0.757 -3.054 0.246
O -1.829 -0.857 0.228
C 0.755 -0.988 0.776
C 1.550 -1.889 1.462
C 2.667 -1.446 2.151
C 2.986 -0.098 2.156
C 2.181 0.803 1.478
C 1.063 0.358 0.795
S 0.108 1.610 -0.077
O 0.780 2.867 0.111
O -0.043 1.147 -1.433
N -1.394 1.773 0.551
C -1.554 2.571 1.737
C -2.988 3.105 1.848
C -3.432 3.868 0.595
C -4.888 4.301 0.760
C -2.544 5.079 0.325
C -1.136 1.805 2.978
O -0.567 0.743 2.952
O -1.430 2.438 4.113
C 0.854 -3.552 -1.666
O 1.719 -3.824 -0.877
O -0.037 -4.424 -2.112
H 3.686 -3.419 -2.774
H 2.435 -3.576 -4.005
H 4.056 -3.061 -4.463
H 3.817 -0.966 -3.239
H 3.029 -0.935 -5.542
H 1.429 -1.488 -5.066
H 1.994 0.103 -4.559
H 2.516 -1.648 -1.353
H 1.700 -0.306 -2.171
H 0.391 -2.365 -3.374
H -0.539 -0.557 -1.975
H 1.278 -2.932 1.433
H 3.285 -2.154 2.681
H 3.856 0.255 2.688
H 2.397 1.860 1.461
H -1.883 0.879 0.535
H -0.852 3.408 1.634
H -3.659 2.258 2.005
H -3.045 3.757 2.721
H -3.358 3.187 -0.257
H -5.239 4.804 -0.138
H -5.529 3.441 0.942
H -4.988 4.988 1.598
H -2.948 5.660 -0.500
H -2.494 5.721 1.203
H -1.537 4.770 0.055
H -1.135 1.917 4.879
H -0.006 -5.242 -1.590

Forces on atoms 1 to 3 (eV/Å):
C 0.1 0.3 0.1
C -0.1 -0.1 0.0
C 0.2 0.0 0.3

Per-atom natural (NBO) charges, elementary charge units: -0.614 -0.207 -0.610 -0.428 -0.165 -0.852 2.329 -0.932 -0.967 -0.341 -0.101 -0.210 -0.183 -0.184 -0.291 2.334 -0.948 -0.972 -0.862 -0.180 -0.389 -0.218 -0.598 -0.614 0.794 -0.602 -0.680 0.816 -0.607 -0.670 0.221 0.195 0.211 0.202 0.212 0.195 0.212 0.233 0.230 0.232 0.447 0.254 0.224 0.223 0.250 0.454 0.263 0.208 0.225 0.210 0.211 0.207 0.199 0.214 0.199 0.217 0.504 0.502


C18H28N3O4 | the ωB97M-V functional and the def2-TZVPD basis

**Energy above the lowest of the compared OMol25 structures with the same formula, charge and spin**: 0.0 kJ/mol
**LUMO**: -0.078 Ha
**Charge**: +1
**Gap between HOMO and LUMO**: 9.85 eV

Geometry (Å):
C 0.140 -1.696 -4.454
C 1.568 -1.927 -3.964
C 1.712 -2.362 -2.498
C 1.196 -3.781 -2.254
C 1.087 -1.352 -1.527
N -0.379 -1.600 -1.351
C 1.679 -1.500 -0.105
O 2.534 -2.294 0.188
N 1.046 -0.699 0.791
C 0.822 -1.193 2.132
C -0.146 -0.279 2.896
C -1.587 -0.253 2.345
C -1.785 0.747 1.224
O -1.400 0.563 0.074
O -2.408 1.811 1.631
C -2.613 2.919 0.726
C -1.504 3.921 0.905
C -0.341 3.820 0.152
C 0.695 4.717 0.347
C 0.576 5.717 1.297
C -0.579 5.819 2.053
C -1.615 4.922 1.862
C 0.239 -2.617 2.008
N 0.386 -3.399 3.071
O -0.356 -2.971 0.997
H -0.311 -0.815 -3.999
H -0.490 -2.569 -4.291
H 0.159 -1.520 -5.526
H 2.026 -2.699 -4.581
H 2.140 -1.010 -4.118
H 2.781 -2.369 -2.265
H 1.284 -4.039 -1.203
H 1.806 -4.482 -2.816
H 0.165 -3.921 -2.570
H 1.243 -0.333 -1.893
H -0.880 -0.753 -1.014
H -0.779 -1.932 -2.233
H -0.488 -2.316 -0.583
H 0.368 -0.032 0.453
H 1.779 -1.248 2.664
H 0.265 0.733 2.907
H -0.190 -0.626 3.929
H -2.262 0.035 3.150
H -1.871 -1.244 1.987
H -2.647 2.539 -0.299
H -3.579 3.339 1.008
H -0.252 3.045 -0.596
H 1.593 4.638 -0.247
H 1.383 6.419 1.445
H -0.675 6.599 2.792
H -2.516 5.000 2.452
H 0.941 -3.128 3.865
H 0.043 -4.347 3.034

Forces on atoms 1 to 3 (eV/Å):
C 0.3 -0.1 -0.1
C -0.1 0.0 0.2
C 0.0 0.1 -0.1

Per-atom natural (NBO) charges, elementary charge units: -0.633 -0.399 -0.221 -0.633 -0.148 -0.749 0.695 -0.568 -0.646 -0.141 -0.391 -0.522 0.853 -0.715 -0.462 -0.118 0.004 -0.241 -0.193 -0.195 -0.196 -0.221 0.701 -0.776 -0.688 0.187 0.200 0.245 0.223 0.211 0.252 0.236 0.240 0.189 0.236 0.471 0.440 0.484 0.416 0.236 0.237 0.237 0.255 0.244 0.213 0.217 0.211 0.219 0.225 0.225 0.218 0.412 0.423


C18H28N5O | the ωB97M-V functional and the def2-TZVPD basis

**Energy above the lowest of the compared OMol25 structures with the same formula, charge and spin**: 55.0 kJ/mol
**LUMO**: -0.103 Ha
**Charge**: +1
**Gap between HOMO and LUMO**: 8.40 eV

Geometry (Å):
C 2.227 3.584 2.853
C 1.375 3.469 4.113
C 1.806 2.329 5.042
C 1.255 0.943 4.695
O 1.880 0.355 3.564
C 1.310 0.322 2.352
C 0.069 0.852 1.995
C -0.397 0.733 0.699
C 0.357 0.082 -0.268
N -0.130 -0.032 -1.609
C 0.174 0.916 -2.496
N 0.913 1.966 -2.131
N -0.234 0.879 -3.770
C -0.961 -0.195 -4.048
N -1.418 -0.231 -5.486
N -1.341 -1.180 -3.359
C -0.951 -1.233 -1.976
C -2.218 -1.272 -1.109
C -3.039 -2.523 -1.411
C -2.208 -3.777 -1.170
C -0.959 -3.751 -2.044
C -0.125 -2.508 -1.746
C 1.607 -0.430 0.070
C 2.072 -0.314 1.359
H 1.891 4.425 2.250
H 3.268 3.752 3.120
H 2.172 2.685 2.246
H 1.460 4.407 4.666
H 0.324 3.350 3.843
H 1.462 2.550 6.054
H 2.895 2.272 5.064
H 1.492 0.262 5.520
H 0.168 0.973 4.583
H -0.546 1.369 2.713
H -1.354 1.158 0.437
H 1.130 2.660 -2.823
H 1.262 2.051 -1.192
H -1.975 -1.086 -5.609
H -1.975 0.607 -5.690
H -0.599 -0.230 -6.106
H -1.921 -1.277 -0.060
H -2.811 -0.374 -1.300
H -3.925 -2.529 -0.775
H -3.365 -2.497 -2.451
H -2.800 -4.663 -1.398
H -1.918 -3.828 -0.118
H -0.353 -4.639 -1.862
H -1.252 -3.746 -3.095
H 0.200 -2.528 -0.706
H 0.759 -2.483 -2.388
H 2.211 -0.915 -0.681
H 3.035 -0.710 1.637

Forces on atoms 1 to 3 (eV/Å):
C -0.2 0.0 0.1
C 0.2 -0.1 0.0
C -0.3 -0.2 -0.3

Per-atom natural (NBO) charges, elementary charge units: -0.606 -0.398 -0.423 -0.063 -0.486 0.348 -0.301 -0.205 0.124 -0.453 0.673 -0.760 -0.680 0.553 -0.701 -0.533 0.315 -0.430 -0.387 -0.402 -0.397 -0.426 -0.224 -0.243 0.209 0.210 0.194 0.214 0.188 0.221 0.213 0.204 0.173 0.230 0.228 0.427 0.425 0.459 0.450 0.450 0.220 0.213 0.220 0.204 0.221 0.198 0.222 0.205 0.221 0.213 0.230 0.239


C18H28N6O3S2 | the ωB97M-V functional and the def2-TZVPD basis

**Energy above the lowest of the compared OMol25 structures with the same formula, charge and spin**: 2.0 kJ/mol
**LUMO**: 0.009 Ha
**Charge**: 0
**Gap between HOMO and LUMO**: 8.58 eV

Geometry (Å):
C 3.493 3.073 2.393
C 2.512 2.847 1.248
C 1.050 3.043 1.652
C 0.553 2.009 2.669
N 0.629 0.647 2.162
C -0.208 0.202 1.166
N -1.178 1.028 0.712
C -0.008 -1.041 0.598
N -0.768 -1.435 -0.536
C -0.427 -0.809 -1.808
C 0.999 -1.146 -2.256
C 2.066 -0.160 -1.764
C 2.024 1.143 -2.560
C 3.449 -0.798 -1.868
C -1.601 -2.495 -0.538
O -2.181 -2.888 -1.534
C -1.911 -3.117 0.816
S -2.843 -1.902 1.819
C -3.838 -1.324 0.499
N -3.661 -0.173 -0.056
N -4.450 0.048 -1.094
C -5.245 -0.925 -1.371
C -6.193 -0.936 -2.502
S -5.082 -2.279 -0.274
C 1.021 -1.921 1.070
O 1.272 -3.037 0.655
N 1.752 -1.390 2.133
C 1.632 -0.153 2.695
O 2.345 0.215 3.601
H 3.398 2.297 3.146
H 3.319 4.041 2.859
H 4.513 3.053 2.017
H 2.649 1.840 0.848
H 2.733 3.551 0.441
H 0.930 4.031 2.100
H 0.434 3.003 0.752
H 1.186 2.032 3.558
H -0.472 2.232 2.981
H -1.428 1.818 1.283
H -1.974 0.597 0.239
H -1.149 -1.192 -2.531
H -0.561 0.271 -1.708
H 1.030 -1.177 -3.347
H 1.236 -2.148 -1.893
H 1.877 0.073 -0.711
H 2.246 0.952 -3.607
H 2.761 1.845 -2.176
H 1.044 1.612 -2.497
H 3.666 -1.066 -2.900
H 3.497 -1.699 -1.261
H 4.217 -0.109 -1.523
H -1.020 -3.379 1.378
H -2.536 -3.998 0.667
H -6.163 0.027 -3.003
H -5.916 -1.719 -3.206
H -7.204 -1.137 -2.150
H 2.484 -1.978 2.514

Forces on atoms 1 to 3 (eV/Å):
C -0.1 -0.1 -0.2
C -0.1 0.2 0.2
C 0.1 -0.2 -0.1

Per-atom natural (NBO) charges, elementary charge units: -0.622 -0.396 -0.412 -0.234 -0.445 0.490 -0.809 -0.162 -0.449 -0.225 -0.411 -0.216 -0.607 -0.603 0.696 -0.632 -0.608 0.279 -0.144 -0.317 -0.271 0.077 -0.662 0.415 0.643 -0.634 -0.636 0.803 -0.630 0.229 0.197 0.213 0.195 0.208 0.210 0.211 0.262 0.195 0.395 0.448 0.245 0.196 0.207 0.229 0.188 0.202 0.207 0.203 0.201 0.215 0.204 0.266 0.245 0.247 0.240 0.232 0.432